No. 1
Computed, not measured: C21H42GeNO3OsPSSi3 as an isolated structure, with the ωB97M-V functional and the def2-TZVPD basis.

Geometry as XYZ:
```
74
Properties=species:S:1:pos:R:3
Os 0.58 0.44 -0.21
S 2.10 -3.19 1.09
C 1.73 -2.46 2.60
C 1.75 -1.11 2.55
C 2.07 -0.60 1.24
C 2.33 -1.67 0.34
C 2.60 -1.53 -1.09
C 3.35 -2.44 -1.82
C 3.60 -2.19 -3.16
C 3.11 -1.01 -3.73
C 2.35 -0.16 -2.95
N 2.07 -0.42 -1.67
H 1.51 -3.08 3.46
H 1.56 -0.48 3.41
H 3.74 -3.32 -1.34
H 4.18 -2.88 -3.75
H 3.32 -0.77 -4.76
H 1.93 0.75 -3.35
C 4.83 0.49 3.11
O 3.77 1.27 2.48
P 2.95 0.95 1.20
O 1.89 2.12 1.17
C 2.08 3.49 1.67
O 3.87 0.98 -0.05
C 5.12 1.73 -0.17
H 5.24 -0.26 2.44
H 4.42 0.01 4.00
H 5.60 1.20 3.41
H 2.95 3.54 2.31
H 1.18 3.74 2.23
H 2.19 4.15 0.82
H 5.72 1.21 -0.90
H 5.65 1.77 0.78
H 4.91 2.74 -0.51
C -3.97 -0.40 -3.01
Si -2.12 -0.31 -2.73
C -1.21 1.26 -3.23
C -1.09 -1.85 -3.06
Ge -1.73 -0.04 -0.07
Si -2.84 2.09 0.84
C -1.75 3.35 -0.07
C -2.44 2.03 2.67
C -4.65 2.15 0.37
Si -2.84 -2.03 1.05
C -4.69 -1.95 0.76
C -1.96 -3.46 0.20
C -2.31 -1.82 2.84
H -4.18 -0.30 -4.08
H -4.50 0.39 -2.48
H -4.37 -1.36 -2.68
H -0.79 1.17 -4.23
H -0.38 1.46 -2.53
H -1.86 2.13 -3.22
H -0.81 -1.91 -4.11
H -1.65 -2.76 -2.82
H -0.18 -1.84 -2.46
H -0.70 3.03 -0.06
H -1.80 4.34 0.41
H -2.06 3.48 -1.10
H -1.43 1.66 2.85
H -3.14 1.40 3.22
H -2.51 3.04 3.10
H -4.80 2.15 -0.71
H -5.10 3.07 0.77
H -5.21 1.32 0.80
H -4.94 -1.99 -0.30
H -5.14 -1.05 1.19
H -5.16 -2.81 1.25
H -2.55 -3.86 -0.62
H -1.80 -4.27 0.91
H -0.99 -3.16 -0.20
H -2.94 -1.12 3.38
H -1.27 -1.47 2.92
H -2.38 -2.78 3.35
```

Summary:
- LUMO energy (spin up / spin down): -9.366 / -10.525 eV
- Highest occupied orbital energy (spin up / spin down): -0.5754 / -0.5907 hartree
- Electronic energy: -4880.50281 Eh
- 2S+1: 6
- Gap between HOMO and LUMO (spin up / spin down): 6.291 / 5.548 eV
- Largest force on an atom: 1.3 eV/Å
- Charge: +3

Population analysis type Löwdin, resulting atomic charges in e: Os 1.0079; S 1.1892; C -0.3182; C -0.1624; C -0.4509; C -0.4782; C -0.3185; C 0.0256; C 0.0185; C 0.0111; C -0.0894; N -0.0593; H 0.1053; H 0.1365; H 0.1283; H 0.1392; H 0.1340; H 0.1247; C 0.0053; O -0.2092; P 0.6157; O -0.3211; C 0.0199; O -0.2148; C 0.0238; H 0.1061; H 0.1055; H 0.1134; H 0.0996; H 0.1062; H 0.1098; H 0.1108; H 0.0914; H 0.1096; C -0.1784; Si 0.5370; C -0.2116; C -0.2061; Ge 0.5384; Si 0.4373; C -0.2215; C -0.2093; C -0.1836; Si 0.4515; C -0.1778; C -0.2043; C -0.1891; H 0.0567; H 0.0285; H 0.0357; H 0.0508; H -0.0353; H 0.0406; H 0.0497; H 0.0351; H -0.0098; H -0.0290; H 0.0492; H 0.0293; H 0.0135; H 0.0325; H 0.0472; H 0.0294; H 0.0557; H 0.0260; H 0.0301; H 0.0284; H 0.0588; H 0.0424; H 0.0462; H -0.0060; H 0.0356; H 0.0064; H 0.0541

No. 2
Computed, not measured: one molecule with the formula FHN2O2, with the ωB97M-V functional and the def2-TZVPD basis.

Geometry as XYZ:
```
6
Properties=species:S:1:pos:R:3
O -2.03 -1.57 0.03
N -1.26 -0.65 -0.05
O 0.14 -0.73 -0.08
N -1.48 0.60 -0.08
F -2.83 0.82 0.00
H 0.46 0.12 0.36
```

Summary:
- LUMO energy: 0.118 eV
- Highest occupied orbital energy: -0.4016 hartree
- Relative energy (zero: lowest compared OMol25 entry of this formula, charge and spin): 4.3 kcal per mole
- Electronic energy: -360.24882 Eh
- Gap between HOMO and LUMO: 11.046 eV
- Largest force on an atom: 2.2 eV/Å
- Charge: 0

Population analysis type natural (NBO), resulting atomic charges in e: O -0.3362; N 0.5188; O -0.5132; N 0.0391; F -0.2169; H 0.5084

Among the records above, which one has the highest charge?
C21H42GeNO3OsPSSi3